Molecular formula: C42H84N5O11PS3
Method: DFT, wB97M-V/def2-TZVPD

```
146
Properties=species:S:1:pos:R:3:forces:R:3:lowdin_charge:R:1
C -1.2183 -1.9714 7.3902 -0.279 -0.278 -0.063 -0.12
C -1.7896 -2.0018 5.9758 0.732 -0.009 0.325 -0.27
C -1.0410 -1.0548 5.0386 -0.986 -0.357 -0.220 -0.17
C -1.5373 -1.2656 3.6022 0.463 -0.675 1.107 -0.21
O -1.4674 -0.0291 2.9189 -0.237 -0.196 -0.217 -0.10
C -1.7825 0.0557 1.5493 1.207 1.387 -0.247 -0.40
P -2.6819 1.7669 1.5820 -2.665 -0.907 1.266 0.98
O -2.6876 2.2921 0.0072 1.131 0.354 0.552 -0.28
O -1.8443 2.7929 2.5504 0.492 0.123 -1.030 -0.25
C -2.9040 -0.8110 0.9615 -0.323 0.113 -0.887 -0.33
O -3.8879 -1.1176 1.9185 0.372 -0.409 0.301 0.01
C -2.5435 -2.0491 0.0604 -0.741 -0.107 0.549 -0.29
C -3.8668 -2.3106 -0.6857 -0.533 -0.392 0.623 -0.16
O -3.7062 -3.3687 -1.6148 0.721 0.384 -0.110 -0.01
C -4.4297 -3.2189 -2.7466 0.291 -0.243 -0.507 -0.54
C -3.7471 -3.6838 -3.9895 0.091 -0.838 0.192 0.04
O -5.5277 -2.7649 -2.7410 -0.985 0.687 0.163 0.14
C -2.2111 -3.3353 0.8503 0.617 -0.088 0.059 -0.06
C -1.0758 -4.2590 0.4237 0.263 -0.843 0.015 -0.44
C -1.3395 -5.1392 -0.7860 0.522 -0.034 -0.080 -0.03
O -0.8980 -5.1111 1.5686 -0.201 0.158 0.313 -0.05
S -1.4199 -1.4360 -1.2177 -0.207 -0.310 -2.797 0.70
O -0.3641 -2.3341 -1.5744 0.484 0.037 1.209 -0.23
O -2.2117 -1.0900 -2.3646 -0.416 0.580 0.509 -0.23
O -0.8837 -0.0400 -0.6919 -0.110 -0.649 0.606 -0.17
C -0.4665 0.0432 0.7167 0.049 -0.113 0.366 -0.33
C 0.4800 -1.1250 1.0608 -0.093 0.282 -0.071 -0.11
C 1.4418 -0.9718 2.2233 0.351 -0.594 0.264 -0.21
C 2.3633 -2.2003 2.2932 -0.300 0.154 0.575 -0.44
S 3.5567 -2.2924 0.9509 0.477 0.402 -0.407 0.94
C 2.9309 -3.4852 -0.1992 -0.275 -0.076 0.631 -1.02
S 2.4491 -4.9606 0.2867 -0.196 -0.083 -0.070 0.75
N 2.9042 -3.0714 -1.5125 -0.145 -0.298 -0.393 -0.13
C 2.1858 -3.6854 -2.5385 0.426 0.672 -0.894 -0.09
C 2.4230 -2.9275 -3.6462 -0.253 -0.784 0.818 -0.13
N 3.2850 -1.8799 -3.3657 0.108 -0.142 0.477 0.08
C 3.5526 -1.9906 -2.0965 -0.242 0.248 -0.394 -0.17
C 0.2839 1.3735 0.7664 0.353 0.500 -1.582 -0.07
C 1.3609 1.4017 -0.3133 0.491 0.019 -0.922 -0.32
C 2.5551 2.4710 -0.0734 -1.584 -0.233 1.598 0.04
O 2.5203 0.8893 0.0543 0.135 -0.266 1.066 -0.09
H -0.2005 -2.3559 7.4130 0.162 0.104 -0.041 0.07
H -1.8101 -2.6308 8.0226 -0.024 0.062 0.208 0.07
H -1.2307 -0.9701 7.8137 0.011 0.099 0.066 0.07
H -2.8525 -1.7736 6.0100 -0.124 0.008 -0.185 0.11
H -1.6489 -3.0189 5.6052 -0.309 -0.121 -0.135 0.11
H 0.0137 -1.2989 5.1391 0.246 0.462 -0.053 0.11
H -1.2725 -0.0261 5.3072 0.362 0.166 0.135 0.13
H -2.5378 -1.6883 3.6716 -0.250 0.398 -0.359 0.12
H -0.9087 -2.0441 3.1655 0.067 0.118 -0.349 0.11
H -2.5227 3.2448 -0.0093 -0.194 0.047 -0.374 0.05
H -1.4260 3.5364 2.0947 0.274 -0.051 0.166 0.06
H -3.3936 -0.1575 0.2267 0.203 0.257 -0.063 0.12
H -4.7449 -0.8803 1.5597 -0.114 0.106 0.067 0.12
H -4.5803 -2.6334 0.0710 -0.048 0.014 0.146 0.14
H -4.2757 -1.4174 -1.1464 0.152 0.002 -0.334 0.13
H -4.3367 -4.5051 -4.3937 -0.053 -0.041 -0.104 0.09
H -3.7441 -2.8956 -4.7310 0.081 0.236 0.029 0.10
H -2.7498 -4.0532 -3.7812 0.178 0.140 -0.090 0.08
H -2.0253 -3.1064 1.8947 0.085 0.263 0.009 0.10
H -3.0980 -3.9622 0.8877 -0.203 0.019 -0.162 0.14
H -0.1220 -3.7656 0.2563 -0.174 0.418 -0.054 0.07
H -0.4283 -5.7161 -0.9619 0.054 -0.096 -0.010 0.07
H -2.1354 -5.8560 -0.6041 -0.282 0.135 0.024 0.09
H -1.5078 -4.5620 -1.6863 -0.223 0.052 -0.068 0.06
H -0.1181 -5.6543 1.4225 0.059 -0.027 -0.077 0.06
H -0.1089 -2.0219 1.2378 -0.027 -0.058 -0.047 0.10
H 1.0735 -1.3206 0.1684 0.070 0.011 -0.122 0.11
H 0.9547 -0.9510 3.1947 -0.290 0.154 -0.026 0.09
H 2.0708 -0.0909 2.1782 -0.041 0.184 -0.276 0.11
H 2.9589 -2.1007 3.1988 0.225 -0.096 0.002 0.08
H 1.7947 -3.1204 2.4151 0.053 -0.210 -0.305 0.07
H 1.5570 -4.5437 -2.4338 -0.021 -0.119 0.391 0.10
H 1.9749 -3.1364 -4.6008 0.165 0.349 -0.253 0.10
H 4.1964 -1.3478 -1.5226 -0.012 0.092 0.016 0.11
H 0.7794 1.5865 1.7037 -0.308 -0.111 0.347 0.14
H -0.3246 2.2110 0.4275 -0.534 -0.110 0.513 0.11
H 1.0212 1.3163 -1.3361 0.140 -0.078 -0.254 0.14
H 3.4526 2.5377 0.5429 1.063 0.640 -1.664 0.11
H 1.9258 2.9237 0.7465 0.470 -0.459 0.539 0.06
C -2.3070 4.4948 -5.9979 -0.038 -0.006 0.001 -0.09
C -1.4241 3.3030 -6.3389 -0.179 0.014 0.027 -0.28
N -0.2834 3.1651 -5.4558 0.237 0.010 -0.025 -0.20
C 0.7052 2.2103 -5.9298 0.143 -0.059 -0.163 -0.25
C 0.2980 0.7346 -6.0307 0.085 -0.042 0.042 -0.08
C -0.5903 3.0980 -4.0396 -0.229 0.118 0.266 -0.24
C -1.5243 1.9788 -3.5591 0.169 0.066 0.137 -0.07
H -1.7244 5.4167 -5.9725 0.027 -0.014 0.042 0.08
H -3.0852 4.6044 -6.7545 0.001 -0.006 -0.005 0.07
H -2.8065 4.3721 -5.0356 0.007 0.009 0.000 0.05
H -1.0457 3.4442 -7.3548 0.096 -0.088 0.015 0.12
H -2.0514 2.3975 -6.3623 -0.019 0.013 -0.043 0.10
H 1.5936 2.2890 -5.2975 -0.061 0.031 0.090 0.11
H 1.0298 2.5428 -6.9212 -0.096 0.045 -0.016 0.11
H 0.2456 0.2562 -5.0534 -0.073 0.005 0.001 0.05
H 1.0461 0.1899 -6.6102 0.013 0.019 -0.008 0.07
H -0.6617 0.6056 -6.5328 -0.014 0.022 0.014 0.07
H -1.0265 4.0565 -3.7404 -0.016 0.012 -0.097 0.09
H 0.3523 3.0444 -3.4865 0.069 -0.065 -0.119 0.11
H -2.3968 1.8585 -4.2026 0.013 -0.001 -0.024 0.08
H -1.8914 2.2115 -2.5567 -0.016 -0.033 0.012 0.06
H -1.0134 1.0209 -3.4910 -0.095 -0.055 -0.084 0.04
C -3.4947 6.1524 -1.7282 -0.051 0.011 -0.038 -0.09
C -4.7226 5.8424 -0.8823 0.085 0.055 -0.205 -0.28
N -4.6966 6.4731 0.4246 0.117 -0.123 0.200 -0.20
C -5.7188 5.9717 1.3276 -0.155 -0.205 0.091 -0.25
C -7.1859 6.2152 0.9527 -0.043 0.004 0.134 -0.08
C -4.5109 7.9145 0.4196 0.164 0.228 -0.124 -0.25
C -5.5259 8.7712 -0.3497 0.009 0.077 0.083 -0.08
H -2.5757 5.8922 -1.1977 0.006 0.057 0.028 0.07
H -3.5290 5.5726 -2.6516 -0.002 -0.011 0.001 0.06
H -3.4428 7.2044 -2.0095 0.039 0.000 0.010 0.07
H -4.7553 4.7574 -0.7433 -0.162 0.019 0.159 0.11
H -5.6217 6.1112 -1.4574 0.014 -0.066 -0.051 0.10
H -5.5362 6.3769 2.3263 0.071 0.114 -0.053 0.11
H -5.5698 4.8917 1.4302 0.052 -0.004 -0.116 0.11
H -7.4835 7.2492 1.1195 0.007 0.020 -0.072 0.06
H -7.8297 5.5946 1.5791 0.014 -0.016 0.000 0.07
H -7.3954 5.9559 -0.0851 0.020 0.006 -0.012 0.07
H -3.5176 8.1252 0.0149 -0.010 -0.072 -0.044 0.10
H -4.4630 8.2584 1.4554 -0.086 -0.113 0.050 0.11
H -5.7602 8.3531 -1.3295 0.011 -0.021 0.002 0.07
H -5.1123 9.7683 -0.5123 0.017 -0.007 -0.001 0.07
H -6.4562 8.8987 0.2007 -0.048 -0.060 -0.055 0.05
C 9.2329 -3.5472 4.9518 0.019 -0.031 0.005 -0.09
C 8.1910 -3.8247 3.8780 0.137 -0.088 0.087 -0.28
N 8.1751 -2.8291 2.8239 -0.119 0.145 -0.082 -0.20
C 7.0143 -2.9295 1.9559 -0.193 -0.046 -0.016 -0.26
C 6.8584 -4.1961 1.1048 -0.042 0.066 -0.114 -0.08
C 9.4447 -2.5957 2.1592 0.288 0.037 0.045 -0.25
C 10.1347 -3.7874 1.4803 0.036 0.075 -0.088 -0.08
H 9.1066 -2.5469 5.3678 0.013 0.023 -0.041 0.08
H 9.1260 -4.2691 5.7624 -0.008 -0.005 -0.002 0.07
H 10.2503 -3.6385 4.5698 0.003 0.015 0.007 0.06
H 7.2073 -3.8222 4.3551 -0.066 0.010 -0.119 0.12
H 8.3478 -4.8446 3.4920 -0.023 -0.019 0.041 0.10
H 6.9904 -2.0556 1.2986 0.119 0.019 0.012 0.11
H 6.1247 -2.8348 2.5866 0.048 -0.047 0.079 0.09
H 7.5429 -4.2046 0.2574 0.053 -0.044 0.038 0.06
H 5.8461 -4.2399 0.6975 -0.016 -0.005 0.032 0.04
H 7.0128 -5.1054 1.6862 0.018 0.006 0.017 0.07
H 10.1383 -2.1785 2.8937 -0.045 -0.043 0.058 0.10
H 9.3078 -1.7962 1.4272 -0.142 -0.033 -0.021 0.11
H 10.1207 -4.6820 2.1042 -0.018 0.007 0.019 0.07
H 11.1809 -3.5419 1.2871 -0.001 0.009 0.013 0.07
H 9.6826 -4.0309 0.5203 -0.046 -0.078 0.034 0.05
```
Positions in Å, forces in eV/Å.

Values from the calculation:
* LUMO energy: -0.848 eV
* energy above the lowest of the compared OMol25 structures with the same formula, charge and spin: 0.0 kcal per mole
* E: -116677.025 eV
* net charge: 0
* structure (SMILES): CCCCO[C@]1(P(O)O)[C@H](O)[C@](COC(C)=O)(C[C@H](C)O)S(=O)(=O)O[C@@]1(CCCSC(=S)n1ccnc1)C[C@H]1CO1.CCN(CC)CC.CCN(CC)CC.CCN(CC)CC